No. 1
This record from the Open Molecules 2025 dataset describes C3H5N in the gas phase. The level of theory is ωB97M-V with the def2-TZVPD basis set.

ORCA input file:
```
! RIJCOSX wB97M-V def2-TZVPD def2/J DEFGRID3
* xyz 0 1
N 2.20 1.13 0.79
C 1.09 0.89 0.50
C -0.34 -0.86 -0.33
C -0.28 0.59 0.10
H -1.34 -1.16 -0.65
H -0.10 -1.47 0.55
H 0.36 -1.06 -1.16
H -0.97 0.74 0.91
H -0.61 1.22 -0.70
*
```

Computed properties:
Total energy, eV: -4681.757
Structure (SMILES): CCC#N
Kohn-Sham gap, eV: 12.4676

Atom-resolved charges from Mulliken, all expressed in e: number 1, N, carries -0.400; number 2, C, carries 0.257; number 3, C, carries -1.059; number 4, C, carries -0.207; number 5, H, carries 0.316; number 6, H, carries 0.301; number 7, H, carries 0.307; number 8, H, carries 0.233; number 9, H, carries 0.253


No. 2
This record from the Open Molecules 2025 dataset describes C3H5N in the gas phase. The level of theory is ωB97M-V with the def2-TZVPD basis set.

ORCA input file:
```
! RIJCOSX wB97M-V def2-TZVPD def2/J DEFGRID3
* xyz 0 1
C 2.24 0.28 0.06
C -0.06 -0.73 0.21
C -1.24 0.27 0.15
N 1.13 -0.25 0.04
H 2.64 0.87 -0.76
H -0.13 -1.78 -0.11
H -0.84 1.30 -0.09
H -1.88 0.35 1.08
H -1.87 -0.31 -0.57
*
```

Computed properties:
Total energy, eV: -4678.905
Kohn-Sham gap, eV: 8.6665

Atom-resolved charges from Mulliken, all expressed in e: number 1, C, carries -0.243; number 2, C, carries -0.192; number 3, C, carries -0.685; number 4, N, carries -0.088; number 5, H, carries 0.198; number 6, H, carries 0.306; number 7, H, carries 0.287; number 8, H, carries 0.229; number 9, H, carries 0.189


No. 3
This record from the Open Molecules 2025 dataset describes a molecular structure, C3H5N. The level of theory is ωB97M-V with the def2-TZVPD basis set.

ORCA input file:
```
! RIJCOSX wB97M-V def2-TZVPD def2/J DEFGRID3
* xyz 0 1
C -0.24 0.49 -1.18
C -0.60 0.70 0.28
C 0.56 -0.33 0.40
N 0.69 -0.46 -0.91
H -0.31 1.09 -1.99
H -0.15 1.58 0.62
H -1.54 0.36 0.59
H 1.40 -0.42 1.08
H 0.17 -3.00 1.10
*
```

Computed properties:
Total energy, eV: -4675.515
Kohn-Sham gap (alpha / beta), eV: 9.8669 / 7.9124

Atom-resolved charges from Mulliken, all expressed in e: number 1, C, carries -0.183; number 2, C, carries -0.376; number 3, C, carries -0.280; number 4, N, carries -0.450; number 5, H, carries 0.403; number 6, H, carries 0.242; number 7, H, carries 0.277; number 8, H, carries 0.356; number 9, H, carries 0.011


No. 4
This record from the Open Molecules 2025 dataset describes a gas-phase ion, C3H5N (charge +1). The level of theory is ωB97M-V with the def2-TZVPD basis set.

ORCA input file:
```
! RIJCOSX wB97M-V def2-TZVPD def2/J DEFGRID3
* xyz 1 2
C 0.45 0.40 -0.15
C 0.42 1.72 -0.53
C -0.34 -1.65 0.51
N -0.69 -0.41 0.16
H 1.46 0.03 0.08
H 1.35 2.26 -0.55
H -0.62 2.11 -0.66
H -1.19 -2.42 0.77
H 0.62 -1.92 0.27
*
```

Computed properties:
Total energy, eV: -4670.639
Expectation value of S²: 0.766
Kohn-Sham gap (alpha / beta), eV: 10.3739 / 7.4684

Atom-resolved charges from Mulliken, all expressed in e: number 1, C, carries 0.350; number 2, C, carries -0.463; number 3, C, carries -0.025; number 4, N, carries -0.297; number 5, H, carries 0.273; number 6, H, carries 0.309; number 7, H, carries 0.317; number 8, H, carries 0.280; number 9, H, carries 0.257